Entry 1:
A molecular structure, C23H67NaO11S10 at a distorted geometry. Source: the OMol25 dataset; level of theory: the ωB97M-V functional and the def2-TZVPD basis.

Calculated values
HOMO   -8.8 eV
ΔE to the lowest compared entry with this formula, charge and spin   507.8 kcal/mol
E_tot   -5887.027257 Ha
LUMO level   -0.7 eV
Orbital gap   8.1 eV

Structure (XYZ):
```
112
Properties=species:S:1:pos:R:3:forces:R:3:mulliken_charge:R:1
Na -0.612187 2.656105 0.409750 5.68 10.31 -2.84 1.00
C -0.217460 -0.433041 -1.600012 1.16 -1.74 2.05 1.88
C -0.146446 -0.252242 -0.083491 -0.03 1.77 0.67 1.86
C 1.195211 -0.720463 0.459204 1.66 -2.22 -1.36 -0.66
O -0.488415 1.078856 0.378773 3.54 -12.64 -3.18 0.64
H -1.209246 -0.144316 -1.948012 2.48 -1.73 0.57 -1.78
H -0.085723 -1.481024 -1.869220 -0.29 0.52 0.73 -2.74
H 0.619824 0.113927 -2.033451 -0.97 -0.97 0.62 -2.38
H -0.806604 -0.968686 0.405386 -0.27 0.02 -0.62 0.89
H 2.152475 -0.220684 0.310969 -1.00 0.60 -0.33 -0.84
H 1.467086 -1.671276 0.000806 -0.10 0.03 -0.14 1.92
H 1.175422 -0.994390 1.514033 0.68 -0.72 -1.61 -0.26
C -4.338451 -1.479820 -3.593654 -0.32 0.36 -0.07 -0.74
S -3.727169 0.226347 -3.930741 -0.82 0.31 0.17 0.60
O -4.986577 1.043565 -4.142337 1.24 -0.85 0.39 -0.68
C -3.149208 0.577417 -2.228429 -0.70 0.48 -1.40 -1.70
H -4.721614 -1.489187 -2.573261 -0.15 -0.14 -0.12 0.04
H -3.676060 -2.328092 -3.766186 0.47 0.38 0.07 0.24
H -5.151801 -1.579301 -4.312449 -0.11 0.06 0.13 0.47
H -3.762890 0.140490 -1.440650 -0.19 -0.47 -1.27 -0.14
H -3.141280 1.655359 -2.066988 -0.51 0.17 -0.56 0.47
H -2.090546 0.376465 -2.064261 -2.62 0.48 -0.74 1.12
C -0.815358 -3.545898 -2.795133 -0.60 0.27 -0.34 -0.84
S -1.478052 -4.102317 -1.119107 1.50 -2.68 -1.26 0.56
O -1.307953 -5.647999 -1.097442 -0.37 3.14 0.03 -0.74
C -0.153769 -3.386265 -0.030062 -1.01 -0.14 -0.70 -0.91
H -0.910206 -2.476336 -2.982603 -0.06 0.14 0.83 0.55
H -1.398981 -3.807018 -3.677914 -0.48 -1.30 0.50 0.66
H 0.225916 -3.794571 -3.000108 -1.16 -0.69 0.56 0.45
H -0.663369 -3.332696 0.931987 0.73 -0.50 0.13 0.54
H 0.005627 -2.346577 -0.315964 -0.27 -1.17 -0.20 -0.04
H 0.772379 -3.961038 -0.030166 -0.23 -0.18 -0.08 0.64
C 2.221057 2.037449 0.693999 -0.53 0.29 -0.48 -1.53
S 2.017579 2.467132 -1.038788 0.14 4.10 1.21 0.75
O 0.578381 2.988477 -1.252507 6.72 4.19 5.81 -1.08
C 3.039056 4.061041 -0.910892 0.05 -0.23 0.13 -1.32
H 3.149327 1.624408 1.088736 0.57 0.77 -0.98 0.56
H 1.562112 1.193482 0.897984 0.48 1.52 -2.59 -2.14
H 1.858131 2.837575 1.339122 0.27 0.38 -0.12 1.02
H 3.329821 4.215899 0.128130 0.39 -0.46 -0.08 0.44
H 2.475051 4.972809 -1.107530 -0.63 -0.51 -0.54 0.34
H 3.887728 4.038299 -1.594525 0.03 -0.19 0.19 0.40
C 2.664472 2.406226 4.784407 -0.23 1.70 -1.82 -1.03
S 1.262105 1.247660 4.476889 1.12 1.86 0.71 0.55
O 0.057155 2.184954 4.313800 1.77 -0.71 0.05 -0.54
C 1.698252 0.599533 2.805563 2.48 0.15 1.22 -0.11
H 2.419665 3.192941 5.498030 -0.10 -1.04 1.20 0.43
H 2.661726 3.148509 3.986227 -0.19 -0.25 -1.07 0.24
H 3.705921 2.086220 4.751389 -0.32 -0.70 0.69 0.40
H 1.480263 -0.461325 2.682467 0.83 0.84 1.75 0.92
H 2.745711 0.720287 2.529258 0.45 -0.13 1.30 0.91
H 1.248339 1.094459 1.944907 -0.54 -0.43 3.08 1.00
C -0.106905 4.299437 -3.723664 -0.08 -0.60 -0.08 -0.84
S -0.744050 2.617902 -4.251006 3.54 0.75 0.63 0.51
O 0.302600 2.239636 -5.297000 -1.38 0.06 0.47 -0.72
C -0.112967 1.848805 -2.698141 -4.88 -1.48 -5.06 0.98
H 0.931182 4.174372 -3.415723 0.18 -0.30 -0.67 0.10
H -0.529980 4.651388 -2.782786 -0.79 0.25 -0.44 0.24
H -0.179378 4.941057 -4.601833 -0.16 0.19 0.36 0.50
H -0.605590 0.876482 -2.701626 0.74 1.95 -1.59 -0.92
H -0.513553 2.423153 -1.862819 -2.08 -1.66 -1.98 -0.37
H 0.973653 1.773878 -2.656429 -0.81 -0.32 -1.54 0.82
C 1.818260 -2.374180 -3.245952 0.43 -1.28 0.49 0.04
S 3.124059 -1.838342 -2.098952 2.49 -0.57 -3.15 0.69
O 4.511330 -2.215553 -2.734031 -2.91 0.73 1.55 -0.77
C 2.927914 -0.073216 -2.512720 -0.50 -0.37 0.09 -0.05
H 2.080566 -2.398241 -4.303650 0.06 1.03 0.02 0.46
H 0.879902 -1.939439 -2.901582 1.00 0.41 -1.09 0.28
H 1.616479 -3.431991 -3.077398 1.17 0.05 0.38 0.43
H 3.470355 0.145043 -3.432619 0.57 0.02 0.41 0.72
H 3.134620 0.508295 -1.614262 0.87 -0.27 -0.59 -0.32
H 1.893973 0.182099 -2.744852 0.56 -0.48 -0.21 0.32
C 4.394183 -1.037186 0.636833 -0.24 -0.45 -0.33 0.50
S 5.182994 -2.448635 1.498198 0.26 -1.41 -1.16 0.49
O 5.222443 -3.674385 0.559356 -0.09 2.53 1.47 -0.63
C 6.919330 -1.759424 1.570084 -1.04 0.45 0.35 -0.99
H 3.338834 -1.200703 0.418690 0.73 -1.03 0.41 -1.01
H 4.861247 -0.944214 -0.343628 0.44 0.45 0.18 0.50
H 4.347612 -0.149270 1.267334 0.88 0.07 0.04 0.42
H 7.509827 -2.597727 1.200405 0.25 0.38 0.17 0.36
H 7.095767 -1.434173 2.595364 0.16 -0.93 0.36 0.35
H 7.071670 -0.791225 1.093143 -0.18 -0.42 -1.02 0.33
C -4.983978 -1.896953 0.689199 0.49 -0.19 -2.52 0.07
S -4.167361 -1.658937 2.234291 -0.07 -3.79 0.29 0.51
O -4.584903 -2.916002 2.956907 0.10 1.25 0.50 -0.80
C -2.446079 -2.042251 1.670189 -1.21 -0.08 0.56 -0.60
H -6.070192 -1.838200 0.620032 0.18 0.91 0.45 0.44
H -4.789987 -2.816709 0.137364 0.30 -1.12 1.27 0.39
H -4.382252 -1.346119 -0.033716 -0.94 1.12 -0.22 -0.44
H -2.033390 -2.484002 2.577186 -0.09 0.25 0.01 0.38
H -1.982148 -1.062684 1.554824 -0.36 -1.77 -0.51 -0.70
H -2.316101 -2.805322 0.902770 -1.01 0.69 -0.33 0.33
C -2.160040 0.477940 4.639542 -0.25 -1.06 0.23 -0.79
S -0.682916 -0.506215 4.181632 -3.01 -1.72 -0.09 0.35
O -1.293119 -1.906742 4.116386 1.29 1.05 0.76 -0.77
C -0.551712 0.104423 2.496120 -1.64 -0.59 0.67 -0.93
H -2.620754 0.068482 5.538541 0.81 0.10 0.60 0.60
H -2.916756 0.117262 3.942839 0.55 0.18 -0.16 -0.11
H -2.047274 1.562009 4.653536 0.43 -0.85 0.25 0.17
H -0.260929 1.153590 2.549086 -0.84 -1.13 0.34 1.34
H -1.474023 0.089173 1.915425 0.61 0.00 1.64 -0.87
H 0.113153 -0.473306 1.854037 -1.94 0.35 2.06 -0.91
C -2.988280 0.812765 0.302173 -0.39 -0.29 1.78 -0.60
S -2.235942 1.895952 1.638611 -4.58 1.27 1.55 0.93
O -2.066457 3.303719 1.102480 -5.42 1.78 1.92 -1.04
C -3.594824 1.998233 2.882354 -0.92 0.51 -2.11 -1.27
H -3.358485 -0.109606 0.749705 -1.00 1.15 0.50 -0.61
H -2.275399 0.238361 -0.289399 0.31 1.49 0.42 -0.40
H -3.707692 1.306733 -0.350923 0.08 0.38 1.39 1.29
H -4.427870 2.612280 2.540188 0.18 0.27 -0.27 0.43
H -3.178957 2.412819 3.800652 -0.41 -0.24 -0.49 0.37
H -3.968136 0.974336 2.863303 -0.11 0.28 0.74 0.51
```
Positions in Å, forces in eV/Å.

***

Entry 2:
11 unconnected molecules or ions with the total composition C23H68N10O11 at a distorted geometry. Source: the OMol25 dataset; level of theory: the ωB97M-V functional and the def2-TZVPD basis.

Calculated values
HOMO   -8.3 eV
ΔE to the lowest compared entry with this formula, charge and spin   142.9 kcal/mol
SMILES   NC(N)=O.NC(N)=O.NC(N)=O.NC(N)=O.NC(N)=O.CC(C)O.CC(C)O.CC(C)O.CC(C)O.CC(C)O.CC(C)O
E_tot   -2292.332295 Ha
LUMO level   0.0 eV
Orbital gap   8.3 eV

Structure (XYZ):
```
112
Properties=species:S:1:pos:R:3:forces:R:3:mulliken_charge:R:1
C -13.138340 -24.708470 9.891260 -1.35 -1.26 -0.65 -0.73
C -13.398130 -26.086900 9.235310 1.33 0.18 -0.92 0.09
C -12.320370 -27.113040 9.709640 -1.48 0.34 0.52 -1.02
O -14.749550 -26.500310 9.293360 -0.25 0.06 1.29 -0.54
H -13.463720 -24.769080 10.929790 0.41 0.15 0.20 0.22
H -13.766560 -23.965230 9.400290 0.21 0.15 -0.01 0.48
H -12.080030 -24.490670 9.747570 -0.04 0.22 0.25 0.05
H -13.274400 -26.005750 8.155400 0.80 0.45 -0.26 0.26
H -12.717950 -28.109340 9.516170 0.50 -0.19 -0.42 0.44
H -12.187950 -27.089570 10.791310 0.00 0.24 0.14 0.17
H -11.363270 -26.888010 9.239090 -0.08 -0.29 -0.18 0.21
H -14.825670 -27.308060 8.780180 -0.04 -0.05 0.01 0.33
C -9.668810 -30.552640 18.224950 -1.14 0.24 -1.32 -1.32
C -9.393130 -29.622320 17.016130 0.59 0.26 2.14 0.43
C -10.216310 -28.361340 16.992260 -0.24 0.49 -0.72 -0.71
O -8.057550 -29.149140 17.224470 0.48 0.13 -0.37 -0.50
H -10.711570 -30.869990 18.218000 -0.10 -0.36 -0.25 0.35
H -9.584970 -30.049080 19.188020 0.74 0.00 -0.16 0.29
H -9.037390 -31.422210 18.042620 0.04 -0.13 0.77 0.43
H -9.389060 -30.183580 16.081750 -0.55 0.03 -0.12 0.22
H -10.098900 -27.706110 17.855390 0.17 -0.54 0.46 0.06
H -11.282660 -28.528230 16.840140 0.03 -0.10 -0.13 0.53
H -9.813870 -27.741300 16.191210 -0.28 -0.03 -0.37 -0.14
H -7.515070 -29.930230 17.355680 0.27 0.03 0.03 0.31
C -8.664660 -23.921570 9.144750 0.18 -0.13 0.46 -1.51
C -8.672770 -24.827040 10.430960 -1.80 2.34 -1.19 1.56
C -7.863150 -26.052740 10.291660 0.73 -0.53 1.23 -1.31
O -8.409640 -24.062020 11.653010 0.26 -0.52 -1.14 -0.16
H -8.837160 -24.480970 8.225290 0.25 -0.51 0.17 0.45
H -7.710170 -23.407850 9.030200 0.19 0.00 0.00 0.44
H -9.450620 -23.168500 9.087640 -0.04 0.10 0.65 0.34
H -9.735440 -25.035540 10.554900 0.05 -0.63 0.15 -0.71
H -7.659280 -26.389610 11.308050 -0.13 -0.46 0.08 0.34
H -6.861220 -25.857010 9.909650 -0.15 -0.10 -0.60 0.34
H -8.422560 -26.845790 9.795440 0.36 0.11 -0.31 0.33
H -7.691680 -23.448750 11.479740 0.35 -0.11 -0.14 0.19
C -10.200560 -23.511180 18.132550 -0.41 -1.26 -1.20 -0.98
C -11.287860 -23.877210 19.150230 2.31 -0.12 -0.87 0.82
C -10.940380 -25.283680 19.720220 -1.44 0.78 -0.15 -1.22
O -11.183660 -22.967860 20.207710 -0.72 0.67 0.95 -0.61
H -9.208050 -23.838970 18.441700 0.21 0.76 0.69 0.50
H -10.238970 -22.514870 17.692090 0.11 0.05 0.41 0.35
H -10.292890 -24.213410 17.304020 -0.40 0.05 -0.50 -0.12
H -12.258780 -23.715360 18.682020 0.03 -0.34 0.22 -0.12
H -9.861070 -25.299820 19.871670 -0.11 -0.19 0.33 0.44
H -11.253570 -26.165640 19.161490 0.05 0.21 -0.35 0.11
H -11.523440 -25.271840 20.641090 0.45 -0.51 0.39 0.44
H -10.303400 -23.049000 20.582090 0.13 0.08 0.05 0.37
C -7.632680 -25.793580 16.167130 -0.10 0.51 -0.02 -1.64
C -7.730560 -25.106480 14.793840 1.76 -0.45 -0.12 1.83
C -6.268660 -25.032570 14.187820 -1.35 1.67 1.04 -1.39
O -8.512830 -25.792670 13.870270 -1.47 -1.51 -0.02 -0.72
H -6.903220 -25.246790 16.764630 0.16 0.24 -0.09 0.49
H -7.266690 -26.820230 16.155250 -0.27 -0.09 -0.37 0.44
H -8.540360 -25.726250 16.766870 -0.24 -0.19 -0.28 -0.06
H -8.164580 -24.113490 14.910800 0.21 0.29 0.18 -0.28
H -5.641620 -25.678770 14.802110 0.44 0.25 -0.61 0.38
H -6.098420 -23.961490 14.297010 1.10 0.04 0.65 0.33
H -6.168280 -25.092700 13.104120 -0.30 -0.99 0.03 0.31
H -8.331470 -25.395940 13.015100 0.06 0.29 -0.19 -0.09
C -13.780070 -21.267460 10.689810 0.40 -0.26 -0.16 -1.54
C -13.595410 -20.194360 11.759670 0.15 -0.20 -1.19 1.00
C -14.886080 -19.452470 11.827230 -1.20 1.47 0.37 -1.52
O -13.169820 -20.658250 12.999790 0.06 -0.29 0.49 -0.50
H -14.367220 -20.790300 9.905160 0.16 -0.32 -0.31 0.48
H -14.312030 -22.153300 11.036790 -0.42 0.21 0.37 0.35
H -12.866870 -21.694490 10.275310 0.30 0.35 -0.07 0.33
H -12.866420 -19.464430 11.407710 0.41 -0.06 -0.09 0.11
H -14.852840 -18.553280 11.212050 0.22 0.12 -0.17 0.42
H -15.070960 -19.076920 12.833650 -0.12 -0.22 0.11 0.32
H -15.758390 -19.970000 11.428050 -0.03 -0.46 0.44 0.31
H -13.073230 -21.612030 12.949090 0.09 -0.54 0.29 0.24
C -13.707330 -19.822320 16.593440 3.90 2.56 1.04 0.68
O -13.340150 -18.847050 17.221750 0.71 1.07 1.63 -0.74
N -12.877060 -20.749160 16.173390 1.14 -3.42 -0.98 0.06
N -14.887870 -19.816990 16.091860 -4.19 -0.96 -1.63 -0.34
H -13.220160 -21.407990 15.489050 0.20 0.03 -0.02 -0.17
H -11.942310 -20.952410 16.497490 -0.31 0.76 0.23 0.07
H -15.270210 -20.725990 15.873610 -0.75 0.65 -0.23 0.17
H -15.366070 -18.950870 16.294980 -0.59 -0.67 -0.09 0.23
C -16.470240 -25.620070 13.615500 -1.31 -2.43 -0.23 0.76
O -15.815770 -26.602080 13.467700 2.32 -3.35 -0.99 -0.68
N -17.756130 -25.569880 13.466450 -5.02 -1.26 -1.48 -0.42
N -16.041700 -24.536890 14.051660 3.93 6.25 2.81 -0.15
H -18.134800 -26.341720 12.936380 -0.56 0.34 0.41 0.24
H -18.312110 -24.835600 13.880960 -0.11 -0.48 -0.57 0.15
H -16.689990 -23.821680 14.348770 0.84 0.12 -0.07 0.18
H -15.067920 -24.565750 14.318180 0.11 0.96 0.28 -0.21
C -11.870840 -24.213360 13.824430 -1.43 0.35 -1.70 0.21
O -12.835290 -23.521670 13.583500 -2.00 2.21 -0.56 -0.28
N -11.558150 -24.602060 14.996600 1.10 -1.23 4.88 0.58
N -11.098420 -24.689960 12.889940 1.43 -0.78 -2.55 0.35
H -10.992230 -25.432000 15.101710 0.00 0.29 0.32 -0.14
H -12.160430 -24.281940 15.741500 -0.09 -0.41 0.13 -0.39
H -10.278710 -25.177810 13.221870 0.37 0.14 -0.76 0.24
H -11.246570 -24.281040 11.978390 0.42 -0.45 0.10 -0.22
C -8.544480 -21.225350 14.233160 -3.48 -0.09 4.13 0.55
O -9.200530 -20.852810 15.211360 1.05 0.68 0.04 -0.67
N -9.121950 -21.863230 13.281450 -3.36 -1.47 -4.33 0.03
N -7.282280 -21.441640 14.145500 6.61 0.86 0.69 -0.29
H -8.638640 -22.003600 12.405780 -0.92 -0.31 0.31 0.02
H -10.072740 -22.157100 13.453910 0.02 0.30 -0.69 -0.09
H -6.875030 -21.723390 13.265240 0.03 0.07 0.48 0.15
H -6.641250 -21.122970 14.857990 -0.18 0.25 -0.23 0.21
C -14.243900 -25.290960 17.240130 -0.98 -1.22 2.00 0.63
O -13.906800 -24.357790 16.599830 1.08 3.06 -2.37 -0.48
N -14.631100 -26.464650 16.807140 -1.01 -3.12 -2.20 -0.33
N -14.327180 -25.272720 18.560770 0.41 1.26 4.09 -0.38
H -15.034860 -26.540940 15.884500 0.28 -0.22 -0.20 0.09
H -14.884990 -27.168770 17.485270 -0.08 0.16 -0.46 0.17
H -14.009250 -24.457290 19.064850 -0.06 -0.11 -0.27 0.26
H -14.663880 -26.005280 19.169110 0.03 0.05 -0.57 0.14
```
Positions in Å, forces in eV/Å.

***

Among the records above, which one has the highest E_tot?
C23H68N10O11

***

Look up the orbital gap of the second one.
8.3 eV

***

What is the HOMO in the first record?
-8.8 eV